1.
This record from the Open Molecules 2025 dataset describes 2 unconnected molecules or ions with the total composition C4H12NO2. The level of theory is the ωB97M-V functional and the def2-TZVPD basis.

CARTESIAN COORDINATES (ANGSTROEM)
1 O -0.1656 0.3850 0.8141
2 O -1.2145 2.0085 1.9867
3 C -0.8945 1.3527 0.8450
4 C -0.6169 1.4618 3.1653
5 C -1.5634 1.9927 -0.3374
6 H -0.9535 2.0796 4.0148
7 H 0.4848 1.4937 3.1217
8 H -0.9319 0.4195 3.3417
9 H -2.6598 1.9692 -0.2195
10 H -1.2431 3.0432 -0.4396
11 H -1.2971 1.4523 -1.2613
12 C 1.2481 -2.1800 -2.6083
13 N 1.5181 -2.2350 -1.1371
14 H 1.5849 -1.2154 -3.0239
15 H 0.1682 -2.2896 -2.8040
16 H 1.7839 -2.9928 -3.1268
17 H 2.5354 -2.1321 -0.9474
18 H 1.0148 -1.4703 -0.6436
19 H 1.2021 -3.1430 -0.7405

Output
total charge	+1
energy above the lowest of the compared OMol25 structures with the same formula, charge and spin	84.69	kJ/mol

2.
This record from the Open Molecules 2025 dataset describes 2 unconnected molecules or ions with the total composition C5H9ClNO4S. The level of theory is the ωB97M-V functional and the def2-TZVPD basis.

CARTESIAN COORDINATES (ANGSTROEM)
1 C -3.2890 0.6098 0.2918
2 C 2.9065 -1.7051 -0.3722
3 C -2.0809 1.1083 1.0478
4 C -0.6680 0.5488 0.4954
5 C -0.2160 1.5649 -0.5376
6 N -0.5432 1.7144 -1.7349
7 O -4.3912 0.3425 0.7557
8 O -3.0854 0.5249 -1.0050
9 O 3.5054 0.8994 -0.3872
10 O 2.1347 0.0157 1.4365
11 S 2.2902 0.0973 -0.0293
12 Cl 0.7407 2.7531 0.2582
13 H 3.8558 -1.6578 0.0069
14 H 2.2475 -2.3377 0.1702
15 H 2.8929 -1.8951 -1.3671
16 H -2.1622 2.1545 0.8983
17 H -2.2959 0.9205 2.0630
18 H 0.1737 0.5724 1.1934
19 H -0.8032 -0.4289 0.2765
20 H -0.0783 2.5233 -2.1591
21 H -2.2208 0.5845 -1.3740

Output
total charge	-1
energy above the lowest of the compared OMol25 structures with the same formula, charge and spin	83.29	kJ/mol

3.
This record from the Open Molecules 2025 dataset describes a molecular structure, C3H10NS. The level of theory is the ωB97M-V functional and the def2-TZVPD basis.

CARTESIAN COORDINATES (ANGSTROEM)
1 C 2.8646 -0.6467 0.3905
2 N 1.6722 -0.5190 0.8492
3 H 3.6804 -1.1154 0.9658
4 H 2.9276 -0.4083 -0.6642
5 H 0.7655 -0.2728 0.0544
6 H 1.4528 -1.1251 1.6414
7 C -1.9960 0.1201 1.2106
8 C -1.8246 0.7609 -0.1834
9 S -0.3114 0.1215 -1.1466
10 H -2.7310 0.6290 1.8257
11 H -2.3724 -0.9283 1.1803
12 H -1.0055 -0.0478 1.5763
13 H -1.6929 1.8729 -0.0307
14 H -2.6971 0.5494 -0.8181
15 H -0.2008 1.2353 -1.8614

Output
total charge	+1
energy above the lowest of the compared OMol25 structures with the same formula, charge and spin	195.96	kJ/mol

4.
This record from the Open Molecules 2025 dataset describes 2 unconnected molecules or ions with the total composition C4H11N2O. The level of theory is the ωB97M-V functional and the def2-TZVPD basis.

CARTESIAN COORDINATES (ANGSTROEM)
1 N 3.4833 -0.4528 0.1276
2 C 0.3302 -1.6081 1.0540
3 C -0.0401 -0.4512 0.3289
4 N -1.2279 0.1231 0.6791
5 C -1.8349 1.2083 -0.0228
6 C -1.9188 1.0123 -1.5674
7 O 0.6827 0.1482 -0.4712
8 H 2.6216 -0.0455 -0.1983
9 H 4.2177 0.2361 0.0207
10 H 3.8199 -1.2989 -0.3006
11 H 1.1775 -2.2553 0.8657
12 H -0.2697 -1.9374 1.9027
13 H -1.7622 -0.2656 1.4469
14 H -1.3993 2.1813 0.1918
15 H -2.8120 1.3630 0.4152
16 H -1.5222 0.0707 -1.9496
17 H -2.9452 1.0280 -1.9447
18 H -1.3093 1.8176 -1.9784

Output
total charge	+1
energy above the lowest of the compared OMol25 structures with the same formula, charge and spin	524.27	kJ/mol

5.
This record from the Open Molecules 2025 dataset describes 9 unconnected molecules or ions with the total composition C16H32BN2O32S6. The level of theory is the ωB97M-V functional and the def2-TZVPD basis.

CARTESIAN COORDINATES (ANGSTROEM)
1 N -1.4257 -4.8695 -3.3002
2 H -2.1253 -5.0266 -4.0115
3 H -1.7548 -4.0337 -2.8384
4 H -0.5171 -4.7834 -3.7328
5 H -1.4672 -5.7020 -2.7298
6 N -2.8802 -0.2846 3.5650
7 H -3.8204 -0.1060 3.8880
8 H -2.2990 0.4256 3.1433
9 H -2.9809 -0.9057 2.7749
10 H -2.3945 -0.8792 4.2212
11 O 1.7912 1.7998 0.5436
12 C 0.9246 0.9813 0.6628
13 O 0.5923 0.1310 -0.3150
14 B -0.6501 -0.5594 0.1823
15 O -1.0794 0.1346 1.3733
16 C -0.1053 0.9903 1.7175
17 O -0.0940 1.7587 2.6949
18 O -0.3199 -1.9345 0.5453
19 C -0.8624 -2.6855 -0.3830
20 O -0.6415 -3.7811 -0.5271
21 C -1.8956 -1.8254 -1.2140
22 O -1.7218 -0.5755 -0.8561
23 O -2.6833 -2.3856 -2.0215
24 C -4.6625 -0.4124 -3.2503
25 C -5.2060 -0.1187 -1.8284
26 O -6.0229 1.0826 -1.9995
27 S -6.6397 1.0995 -3.5014
28 O -6.0583 2.2924 -4.0908
29 O -8.0182 0.8871 -3.4220
30 O -5.7993 -0.2333 -4.0906
31 H -4.2710 -1.4162 -3.4151
32 H -3.9204 0.3632 -3.4397
33 H -4.3018 0.0641 -1.2476
34 H -5.6995 -0.9819 -1.3819
35 C 3.8144 -0.4159 2.4503
36 C 2.9903 0.3257 3.5574
37 O 3.5638 -0.0699 4.7584
38 S 4.9517 -1.0788 4.6530
39 O 4.4608 -2.5181 4.7860
40 O 6.0653 -0.6454 5.4223
41 O 5.0451 -0.7653 3.0455
42 H 4.0745 0.2193 1.6035
43 H 3.3440 -1.3227 2.0700
44 H 1.9895 -0.0832 3.4179
45 H 2.9981 1.4078 3.4261
46 C -0.7734 2.6512 -5.7407
47 C -1.5089 1.3677 -5.5555
48 O -2.5805 1.7589 -4.7061
49 S -1.8434 2.5384 -3.3960
50 O -0.9779 1.6389 -2.6092
51 O -2.8651 3.3647 -2.7278
52 O -0.8602 3.3169 -4.4678
53 H -1.1234 3.3411 -6.5085
54 H 0.1923 2.3968 -6.1776
55 H -0.8008 0.6120 -5.2156
56 H -1.7657 0.9513 -6.5296
57 C 3.3769 2.4175 -2.1164
58 C 2.6224 1.3109 -2.8398
59 O 2.1303 1.8344 -4.0143
60 S 3.2382 2.9983 -4.5938
61 O 2.6507 4.2990 -4.9584
62 O 4.1546 2.3524 -5.5773
63 O 4.0118 3.1240 -3.1362
64 H 4.0493 1.8847 -1.4440
65 H 2.7556 3.1713 -1.6327
66 H 1.9012 0.7611 -2.2351
67 H 3.3967 0.5911 -3.1055
68 C 1.3224 3.8939 4.1413
69 C 2.3458 4.4477 3.2499
70 O 3.4712 4.6240 4.0776
71 S 2.9433 5.4061 5.4869
72 O 2.7946 6.8422 5.2666
73 O 3.7897 4.8529 6.4987
74 O 1.4700 4.6940 5.3360
75 H 1.5382 2.8479 4.3594
76 H 0.2786 3.8360 3.8329
77 H 2.0291 5.3683 2.7598
78 H 2.6259 3.7766 2.4379
79 C 0.2369 -6.1397 1.7749
80 C -0.9069 -5.3697 2.4354
81 O -0.4902 -4.9330 3.6972
82 S 1.0178 -5.6448 4.1161
83 O 1.0919 -6.2929 5.4373
84 O 2.1230 -4.6710 3.8209
85 O 0.8734 -6.7497 2.8604
86 H 0.8683 -5.4515 1.2130
87 H -0.1867 -6.9215 1.1444
88 H -1.6564 -6.1470 2.5840
89 H -1.2482 -4.5149 1.8516

Output
total charge	+1
energy above the lowest of the compared OMol25 structures with the same formula, charge and spin	706.07	kJ/mol

6.
This record from the Open Molecules 2025 dataset describes C7H5N in the gas phase. The level of theory is the ωB97M-V functional and the def2-TZVPD basis.

CARTESIAN COORDINATES (ANGSTROEM)
1 C 2.9555 0.0568 -0.0096
2 C 1.7990 -0.2086 -0.2073
3 C 0.3770 -0.5117 0.0227
4 C -0.0426 -1.8199 0.1989
5 C -0.4767 0.7286 0.0153
6 C -0.1250 1.9166 0.0662
7 C -1.7378 0.1097 0.0299
8 N -2.8917 -0.2874 -0.1922
9 H 3.9087 0.1681 -0.1724
10 H 0.8256 -2.4740 0.1967
11 H -1.0395 -2.2331 0.0728
12 H 1.0111 2.3221 0.0209
13 H -0.9614 2.5996 0.5310

Output
total charge	0
energy above the lowest of the compared OMol25 structures with the same formula, charge and spin	381.12	kJ/mol

7.
This record from the Open Molecules 2025 dataset describes C22H25N3O4S in the gas phase. The level of theory is the ωB97M-V functional and the def2-TZVPD basis.

CARTESIAN COORDINATES (ANGSTROEM)
1 C 2.4828 3.0032 -0.1483
2 N 3.5838 2.0926 0.0858
3 C 4.2968 2.4705 1.2920
4 C 3.1879 0.6881 0.1547
5 C 2.3433 0.2326 -1.0567
6 N 0.9280 0.4852 -0.9168
7 C 0.1449 -0.3188 -0.1601
8 O 0.5476 -1.3305 0.3781
9 C -1.2795 0.1318 -0.0468
10 C -1.9385 -0.0857 1.1590
11 C -3.2662 0.2772 1.3025
12 C -3.9263 0.8335 0.2261
13 S -5.6571 1.2454 0.3536
14 O -6.1323 0.9266 1.6699
15 O -5.8731 2.5692 -0.1512
16 N -6.3274 0.2053 -0.7896
17 C -6.5211 -1.1574 -0.3176
18 C -5.2031 -1.8578 -0.2817
19 C -4.2813 -2.0997 -1.2595
20 C -3.1990 -2.7599 -0.6305
21 C -3.5447 -2.8718 0.6794
22 O -4.7532 -2.3284 0.8989
23 C -3.2911 1.0567 -0.9800
24 C -1.9602 0.7074 -1.1178
25 C 4.4163 -0.1921 0.1803
26 C 4.4416 -1.3394 0.9605
27 C 5.5485 -2.1702 0.9455
28 C 6.6383 -1.8619 0.1495
29 C 6.6151 -0.7218 -0.6367
30 C 5.5076 0.1064 -0.6259
31 H 1.6567 2.8761 0.5704
32 H 2.1047 2.8790 -1.1619
33 H 2.8550 4.0231 -0.0602
34 H 3.6534 2.4424 2.1855
35 H 5.1336 1.7934 1.4475
36 H 4.6843 3.4811 1.1725
37 H 2.5846 0.4907 1.0618
38 H 2.7129 0.7062 -1.9663
39 H 2.4561 -0.8514 -1.1440
40 H 0.5668 1.3791 -1.2061
41 H -1.3967 -0.5479 1.9700
42 H -3.8069 0.1238 2.2229
43 H -7.1638 0.6285 -1.1637
44 H -7.2039 -1.6658 -1.0030
45 H -6.9442 -1.1638 0.6952
46 H -4.3684 -1.8379 -2.2935
47 H -2.2922 -3.0981 -1.0872
48 H -3.0388 -3.3053 1.5183
49 H -3.8528 1.4941 -1.7893
50 H -1.4634 0.8494 -2.0663
51 H 3.5869 -1.5854 1.5737
52 H 5.5600 -3.0602 1.5573
53 H 7.5031 -2.5089 0.1403
54 H 7.4622 -0.4794 -1.2619
55 H 5.4825 1.0012 -1.2287

Output
total charge	0
energy above the lowest of the compared OMol25 structures with the same formula, charge and spin	252.20	kJ/mol

8.
This record from the Open Molecules 2025 dataset describes a molecular structure, C32H27GaNO5. The level of theory is the ωB97M-V functional and the def2-TZVPD basis.

CARTESIAN COORDINATES (ANGSTROEM)
1 C 1.8280 -7.3337 1.2920
2 N 1.8735 -6.6171 0.0053
3 C 2.5467 -5.3349 0.1885
4 C 0.6345 -6.4613 -0.6583
5 O 0.6170 -5.7919 -1.7019
6 C -0.5917 -7.0414 -0.1057
7 Ga -1.5020 -5.7231 1.2103
8 H 2.8439 -7.3785 1.6719
9 H 1.4457 -8.3329 1.1370
10 H 1.1963 -6.8031 2.0034
11 H 2.5749 -4.7699 -0.7334
12 H 3.5762 -5.5264 0.4919
13 H 2.0856 -4.7437 0.9824
14 H -1.2848 -7.1912 -0.9277
15 H -0.4415 -8.0150 0.3511
16 H -2.5966 -6.4853 2.1168
17 H -2.1892 -4.5799 0.3196
18 H -0.3480 -5.1484 2.1876
19 C -3.1805 3.4559 -2.4172
20 C -3.5481 2.8517 -1.2194
21 C -3.0900 1.5821 -0.9134
22 C -2.2643 0.9077 -1.8048
23 C -1.9129 1.5056 -3.0145
24 C -2.3676 2.7843 -3.3132
25 C -1.0604 0.7852 -4.0049
26 O -0.7537 1.3189 -5.0540
27 C -0.6070 -0.5878 -3.6691
28 C 0.1498 -1.2921 -4.5948
29 C 0.5994 -2.5660 -4.2902
30 C 0.3061 -3.1501 -3.0607
31 C -0.4588 -2.4544 -2.1344
32 C -0.9207 -1.1769 -2.4361
33 C -1.7548 -0.4495 -1.4426
34 O -2.0090 -0.9252 -0.3567
35 H -3.5332 4.4519 -2.6512
36 H -4.1900 3.3744 -0.5230
37 H -3.3701 1.1101 0.0185
38 H -2.0804 3.2445 -4.2482
39 H 0.3833 -0.8375 -5.5477
40 H 1.1885 -3.1128 -5.0156
41 H 0.6686 -4.1483 -2.8172
42 H -0.7046 -2.9081 -1.1814
43 C -0.0736 8.0172 3.3669
44 C 1.2735 8.0225 3.7142
45 C 2.0580 6.9091 3.4693
46 C 1.4979 5.7807 2.8840
47 C 0.1426 5.7691 2.5525
48 C -0.6376 6.8938 2.7882
49 C -0.4921 4.5553 1.9593
50 O -1.6698 4.5552 1.6667
51 C 0.3602 3.3548 1.7473
52 C -0.2168 2.1972 1.2432
53 C 0.5601 1.0719 1.0267
54 C 1.9220 1.1022 1.3063
55 C 2.5045 2.2521 1.8128
56 C 1.7272 3.3802 2.0424
57 C 2.3646 4.5963 2.6129
58 O 3.5532 4.6330 2.8573
59 H -0.6838 8.8913 3.5525
60 H 1.7105 8.8983 4.1755
61 H 3.1067 6.9064 3.7311
62 H -1.6844 6.8794 2.5193
63 H -1.2744 2.1758 1.0248
64 H 0.1040 0.1693 0.6409
65 H 2.5275 0.2231 1.1310
66 H 3.5617 2.2801 2.0358

Output
total charge	-1

no.,LUMO energy (Ha)
1,-0.137
2,0.117
3,-0.174
4,-0.323
5,-0.152
6,-0.011
7,0.007
8,0.019